# 1
Entry from OMol25: a 14-piece molecular cluster, C26H59BrFN15O34P2 overall at a distorted geometry (wB97M-V/def2-TZVPD).

Properties
Kohn-Sham gap   7.76 eV
Spin multiplicity   1
Energy relative to the best compared isomer or geometry (same formula, charge and spin)   90.14 kcal per mole
E_tot   -7760.73392 a.u.
Charge   0

CARTESIAN COORDINATES (ANGSTROEM)
C: -2.30847 3.60399 0.76323
C: -1.50061 4.52479 -0.32116
F: -0.59417 5.43611 0.33352
C: -0.85718 3.66510 -1.51915
C: 0.71048 3.88917 -1.76649
O: 1.17602 4.94777 -2.64758
C: 0.41225 6.12892 -2.52493
N: -0.26460 7.07464 -2.16571
C: 1.76970 3.65346 -0.57962
C: 1.28422 2.85738 0.73197
C: 2.46896 2.22457 1.61725
C: 2.51946 0.59987 1.49836
C: 1.14879 -0.06548 2.01542
O: 1.47986 -1.32434 2.72025
C: 0.35774 -2.19023 2.40309
O: 0.36819 -2.90133 1.36610
P: 2.60116 5.28046 0.04388
N: 4.34703 5.06502 0.23608
O: 2.02879 5.65861 1.65131
O: 2.86755 2.81171 -1.12251
C: 2.71271 2.77369 -2.56449
O: 3.56946 2.84011 -3.46973
C: 1.09086 2.56214 -2.66132
O: 0.95238 1.25569 -2.04254
P: 0.29628 2.39500 -4.38024
O: -1.22346 1.54988 -4.27911
Br: 1.56242 1.05982 -5.73588
H: -1.84501 3.80445 1.78958
H: -2.28232 2.49014 0.50430
H: -3.42640 3.90767 0.79830
H: -2.32471 5.18504 -0.80323
H: -1.14021 2.56101 -1.31937
H: -1.40482 3.94341 -2.49955
H: 0.63796 3.49454 1.45370
H: 0.56771 2.02210 0.36157
H: 3.51824 2.60272 1.36134
H: 2.30977 2.45365 2.74139
H: 2.69521 0.24563 0.41595
H: 3.37160 0.22431 2.18598
H: 0.50576 -0.33222 1.10587
H: 0.56399 0.62030 2.72664
H: -0.55165 -2.15717 3.10317
H: 4.57626 5.40611 1.19768
H: 4.63998 4.07405 0.24254
H: 2.71050 6.21134 2.11943
H: 0.03884 0.89917 -2.12261
H: -1.03892 0.58519 -4.08432
C: -3.57266 -1.27697 5.19877
N: -2.39588 -0.37386 5.27159
O: -1.53742 -0.50396 4.40789
O: -2.37050 0.43182 6.18837
H: -3.45366 -1.93194 4.33676
H: -3.60407 -1.85646 6.12632
H: -4.46055 -0.65369 5.09166
C: -1.61101 -0.92110 -7.25833
N: -2.22649 -1.38531 -5.98722
O: -3.20621 -2.10581 -6.06768
O: -1.70102 -1.00697 -4.94973
H: -2.17768 -1.33127 -8.09263
H: -1.64942 0.16867 -7.26385
H: -0.58259 -1.28092 -7.27597
C: 6.62782 3.79159 -4.60645
N: 7.97365 3.72903 -3.97891
O: 8.03928 3.89245 -2.77093
O: 8.92124 3.51718 -4.72444
H: 5.88673 3.98442 -3.83217
H: 6.64291 4.60048 -5.33537
H: 6.44400 2.83229 -5.08405
C: -3.15528 -3.41221 9.62114
N: -3.74860 -3.60434 8.27156
O: -4.03296 -2.60005 7.63098
O: -3.90889 -4.75385 7.89965
H: -3.07076 -2.34530 9.81987
H: -3.81847 -3.88704 10.34284
H: -2.17206 -3.88307 9.61671
C: -1.86472 -7.82535 6.85488
N: -1.19393 -7.52126 8.14563
O: -0.76780 -6.38485 8.30411
O: -1.11702 -8.43237 8.95518
H: -1.86030 -6.92848 6.23737
H: -1.30453 -8.62770 6.37409
H: -2.88551 -8.13385 7.07866
C: -7.38184 -0.75137 9.00418
N: -6.92033 -1.93234 9.77943
O: -5.72089 -2.16570 9.78443
O: -7.77705 -2.58326 10.35488
H: -6.51725 -0.27107 8.54831
H: -8.07188 -1.10904 8.24057
H: -7.87712 -0.07475 9.69992
C: -2.60543 -4.97899 1.28284
N: -3.20197 -4.36531 2.49849
O: -4.07625 -4.99229 3.07500
O: -2.76855 -3.27083 2.83164
H: -3.07991 -5.94128 1.10470
H: -2.78613 -4.30014 0.45071
H: -1.53890 -5.10291 1.46817
C: -0.18086 -6.12352 -2.22829
N: -1.32507 -6.91367 -1.70272
O: -1.44347 -8.06124 -2.09874
O: -2.06572 -6.35087 -0.90862
H: 0.38759 -6.74528 -2.91800
H: -0.59031 -5.25343 -2.74083
H: 0.43366 -5.82913 -1.37776
C: 8.19802 3.07883 -8.49544
N: 7.03677 2.32049 -7.96195
O: 6.89018 1.17217 -8.34901
O: 6.31202 2.90678 -7.17087
H: 8.75014 2.43851 -9.18145
H: 7.80843 3.95458 -9.01382
H: 8.82093 3.36457 -7.64753
C: 0.61170 4.40176 -8.85570
N: -0.54511 3.64218 -8.31451
O: -0.68473 2.48534 -8.69456
O: -1.27147 4.22920 -7.53042
H: 1.16688 3.75866 -9.53610
H: 0.21753 5.26958 -9.38145
H: 1.23407 4.69851 -8.01164
C: -1.43687 -12.76450 6.33826
N: -0.52184 -11.59635 6.42161
O: 0.39847 -11.66121 7.21871
O: -0.76189 -10.65298 5.68085
H: -1.10531 -13.52129 7.04732
H: -2.43872 -12.41544 6.58673
H: -1.39175 -13.14509 5.31828
C: -0.40685 3.67059 -12.60036
N: 0.77471 4.56972 -12.52488
O: 1.64015 4.43108 -13.37351
O: 0.79070 5.38449 -11.61313
H: -0.28667 3.00388 -13.45271
H: -0.44898 3.10386 -11.66988
H: -1.28961 4.29765 -12.72233
C: 0.26626 6.02928 4.63072
N: 1.22600 5.01362 5.13589
O: 0.77007 3.93803 5.49064
O: 2.40564 5.33284 5.15823
H: -0.73895 5.61224 4.66674
H: 0.34377 6.90457 5.27522
H: 0.54923 6.26592 3.60474

=====

# 2
Entry from OMol25: a 3-piece molecular cluster, C26H59N6O9S overall at a distorted geometry (wB97M-V/def2-TZVPD).

Properties
Kohn-Sham gap   6.96 eV
Spin multiplicity   1
E_tot   -2429.52117 a.u.
Charge   +1

CARTESIAN COORDINATES (ANGSTROEM)
C: 3.99925 -1.44375 -0.91543
C: 4.62589 -1.18719 -2.28007
O: 3.60043 -1.23009 -3.29519
C: 4.02660 -1.56210 -4.55507
O: 4.79131 -2.47217 -4.76320
C: 3.36256 -0.74021 -5.62568
C: 1.83659 -0.67161 -5.39392
C: 1.48470 0.58186 -4.60469
N: 0.02853 0.71212 -4.39159
S: -0.50517 2.33101 -4.03287
C: -0.51502 -0.22262 -3.52040
N: 0.22371 -0.85333 -2.51124
N: -1.79345 -0.51014 -3.60584
C: -2.55666 -1.36722 -2.67969
C: -2.66463 -2.83428 -3.08445
C: -1.47106 -3.74329 -2.72878
C: -0.56796 -4.03025 -3.91873
N: 0.21522 -5.24971 -3.74870
C: 1.26565 -5.40407 -4.67263
N: 1.05677 -5.14644 -5.90734
N: 2.51431 -5.83505 -4.15706
O: -2.58111 0.13259 -4.50889
C: -2.34101 -0.09818 -5.93506
C: -1.82727 -1.46158 -6.32858
H: 4.11810 -2.48491 -0.61307
H: 4.45769 -0.81290 -0.15318
H: 2.92670 -1.23108 -0.93904
H: 5.10124 -0.20355 -2.31519
H: 5.38861 -1.93334 -2.49554
H: 3.78650 0.26556 -5.65354
H: 3.58168 -1.25109 -6.56135
H: 1.56617 -1.58431 -4.86092
H: 1.31778 -0.63460 -6.35245
H: 2.05078 0.65663 -3.67285
H: 1.77836 1.44077 -5.21274
H: -0.48106 2.27171 -2.68974
H: 0.80945 -1.60837 -2.85299
H: 0.80940 -0.17377 -2.03443
H: -2.14802 -1.26652 -1.67554
H: -3.55240 -0.92236 -2.67248
H: -2.91254 -2.93025 -4.14138
H: -3.53606 -3.20999 -2.54123
H: -1.87148 -4.69780 -2.37649
H: -0.90462 -3.31630 -1.89832
H: -1.15832 -4.13026 -4.83122
H: 0.10567 -3.17788 -4.09604
H: 0.59309 -5.31907 -2.81228
H: 1.92285 -5.26770 -6.42403
H: 2.62608 -6.83869 -4.21385
H: 2.68693 -5.52745 -3.21057
H: -1.67396 0.68831 -6.29096
H: -3.32294 0.07684 -6.37280
H: -2.61118 -2.21864 -6.29920
H: -1.50657 -1.38791 -7.37129
H: -0.96001 -1.79009 -5.75982
C: 1.20127 0.70597 6.03615
O: 1.52319 1.34670 4.81904
C: 2.83919 1.86995 4.80060
C: 3.33579 1.98004 3.37987
O: 3.70334 0.74411 2.78429
C: 2.67099 -0.14861 2.42001
C: 1.90578 0.26100 1.18301
O: 0.99263 1.31404 1.44521
C: 0.76990 2.12649 0.32774
H: 1.16125 1.41874 6.86691
H: 0.21950 0.25078 5.91727
H: 1.92715 -0.07894 6.27403
H: 3.51506 1.23000 5.37892
H: 2.84192 2.87314 5.24755
H: 4.25554 2.56700 3.39489
H: 2.60681 2.51433 2.76626
H: 1.98483 -0.34014 3.24710
H: 3.18367 -1.08473 2.18480
H: 1.34135 -0.61167 0.81684
H: 2.62242 0.56733 0.40986
H: 1.70755 2.53631 -0.06714
H: 0.12778 2.95134 0.63055
H: 0.25892 1.56159 -0.47302
C: -1.27835 2.97521 4.13701
O: -2.51925 3.26158 4.73967
C: -3.46800 2.22942 4.55873
C: -4.49262 2.22353 5.66896
O: -4.02109 1.68290 6.88951
C: -3.14911 2.47586 7.67746
C: -3.83041 3.59721 8.42527
O: -4.15967 4.66590 7.55694
C: -5.28487 5.39908 7.98510
H: -1.36168 2.95021 3.04195
H: -0.58421 3.76418 4.41996
H: -0.87605 2.02043 4.48258
H: -2.96779 1.25298 4.53227
H: -3.98851 2.38048 3.60125
H: -5.29670 1.55127 5.36093
H: -4.91951 3.21931 5.80559
H: -2.31224 2.85803 7.08835
H: -2.74951 1.78753 8.42556
H: -3.14597 3.96222 9.20346
H: -4.73219 3.20742 8.91224
H: -6.15600 4.74747 8.11799
H: -5.50908 6.13145 7.21232
H: -5.08910 5.92619 8.92573